No. 1
Here is a structure of composition C20H28AsN2O5STi in a non-equilibrium geometry from OMol25. Energies are from the ωB97M-V functional and the def2-TZVPD basis.

The geometry in XYZ format:
```
58
Properties=species:S:1:pos:R:3:forces:R:3
H -0.408 -1.009 2.904 0.04 -0.01 0.01
H 1.259 4.190 1.553 0.03 0.00 -0.08
H -1.430 2.291 3.302 0.01 0.01 0.01
H -1.836 2.270 0.888 -0.01 -0.01 -0.01
C -1.495 -3.446 -0.038 0.01 -0.03 0.08
C -4.047 -0.057 0.062 -0.07 0.05 -0.05
H 1.221 5.364 -0.708 0.00 0.00 0.01
C 1.600 3.700 0.638 -0.07 0.07 0.12
H -1.365 -2.506 2.883 -0.02 0.02 0.02
O 0.168 -2.554 -3.357 0.65 0.59 0.33
H -1.998 -1.016 2.128 0.04 -0.03 -0.03
O 0.859 1.224 0.208 -0.08 0.13 -0.18
C -3.125 0.687 -0.697 0.12 0.11 0.00
C -1.105 -1.609 2.321 -0.05 -0.04 -0.01
H -1.085 -3.864 -0.957 0.01 -0.01 0.00
H 2.848 5.313 -0.027 0.01 0.01 -0.03
H 2.082 -4.007 -2.739 0.00 0.01 0.02
C -0.985 2.824 1.285 -0.03 0.02 -0.08
H -1.239 3.887 1.275 0.00 0.01 0.00
H 1.652 -3.733 0.460 0.01 -0.03 -0.08
As -0.274 -2.097 0.632 0.03 0.14 -0.08
H 2.396 4.194 -1.315 0.01 -0.01 0.01
C -5.770 1.589 -0.322 -0.06 0.00 0.03
C 2.880 -0.962 -1.554 -0.25 -0.06 -0.16
H -2.443 -2.966 -0.275 0.01 0.00 0.00
H 0.815 -3.921 2.015 0.02 0.00 0.00
N 4.756 -0.249 -0.142 -0.07 -0.18 -0.09
N -1.827 0.290 -0.845 0.04 -0.11 0.17
C 2.154 -1.944 -2.218 0.55 -0.18 0.22
C 2.037 4.701 -0.419 0.02 0.03 0.00
H -3.735 -1.000 0.496 0.04 0.03 -0.02
C -3.571 1.896 -1.266 -0.17 -0.07 0.10
H 2.397 3.001 0.894 -0.02 -0.02 0.00
H 0.199 2.947 3.112 -0.03 -0.03 -0.03
H -6.786 1.934 -0.181 0.00 -0.01 0.00
C 3.814 -3.575 -1.541 0.26 -0.04 0.19
H -6.034 -0.206 0.825 -0.02 0.01 0.00
S 0.270 2.639 0.012 0.24 -0.11 0.06
H 4.180 -4.593 -1.548 -0.03 0.00 -0.03
H -5.189 3.263 -1.534 -0.02 0.00 0.01
O 0.521 -0.354 -2.950 0.37 -0.92 0.56
H 5.434 -2.833 -0.302 0.02 0.04 0.02
C 4.528 -2.605 -0.841 -0.31 -0.06 -0.24
H -2.879 2.472 -1.870 0.03 -0.02 0.00
C -4.873 2.333 -1.077 0.10 -0.01 -0.04
C 4.027 -1.319 -0.873 0.24 0.38 0.25
Ti -0.147 -0.091 -1.084 -0.45 0.33 -0.10
H -1.643 -4.230 0.705 -0.02 -0.02 -0.03
H 2.569 0.073 -1.578 0.07 0.02 0.05
C 2.647 -3.253 -2.205 -0.32 0.07 -0.18
C -0.560 2.317 2.646 0.03 0.00 0.11
H 1.947 -2.573 1.757 -0.03 0.02 0.01
O 4.302 0.877 -0.182 0.01 -0.01 -0.01
C 0.848 -1.636 -2.905 -0.87 -0.06 -0.90
H -0.168 1.305 2.564 0.02 -0.03 0.00
O 5.761 -0.567 0.458 0.01 0.01 0.02
C -5.345 0.391 0.240 0.00 0.01 0.00
C 1.191 -3.201 1.288 -0.05 0.01 0.06
```
Forces are in eV/Å.

Results
ΔE to the lowest compared entry with this formula, charge and spin, kcal/mol: 0.0
HOMO-LUMO gap (alpha / beta), eV: 6.063 / 6.507
2S+1: 2
Expectation value of S²: 0.759

Computed Löwdin charges, given in elementary charges: H 0.02; H 0.09; H 0.09; H 0.06; C -0.27; C -0.06; H 0.07; C -0.37; H 0.03; O 0.05; H 0.01; O -0.63; C -0.41; C -0.28; H 0.03; H 0.08; H 0.13; C -0.37; H 0.10; H 0.01; As 1.07; H 0.08; C -0.12; C 0.03; H 0.02; H 0.03; N -0.34; N -0.16; C -0.14; C -0.13; H 0.08; C -0.06; H 0.09; H 0.07; H 0.09; C -0.05; H 0.10; S 0.99; H 0.11; H 0.10; O -0.16; H 0.12; C 0.01; H 0.10; C -0.11; C -0.13; Ti 0.69; H 0.03; H 0.11; C -0.01; C -0.11; H 0.03; O 0.07; C -0.62; H 0.05; O 0.08; C -0.11; C -0.28



No. 2
Here is a structure of composition C32H49Cl2IrO2P in a non-equilibrium geometry from OMol25. Energies are from the ωB97M-V functional and the def2-TZVPD basis.

The geometry in XYZ format:
```
87
Properties=species:S:1:pos:R:3:forces:R:3
Cl 0.761 -2.819 -1.089 0.11 -1.13 -1.99
O 0.911 2.052 2.995 -0.15 -1.10 -0.08
H -6.259 -0.902 -0.127 0.15 0.15 0.03
Cl 2.027 -2.622 7.702 0.12 -0.26 0.24
C -0.058 -0.817 4.814 0.55 -0.28 0.00
H 2.923 0.768 4.315 -0.20 -0.07 0.19
H -1.141 1.245 -3.993 -0.04 -0.21 0.17
H -1.818 2.815 -2.090 0.11 -0.16 0.09
C -0.126 -0.272 -2.778 0.25 -0.48 0.44
C 3.966 -0.450 0.662 0.34 -0.29 -1.00
C 1.819 -0.257 -4.405 0.15 -0.34 0.07
H 3.546 -0.682 6.273 -0.10 -0.07 -0.05
C 2.248 -1.943 1.751 1.36 -1.77 2.79
H 4.813 -3.849 0.464 0.01 0.14 -0.08
H 5.573 -1.653 -0.284 -0.34 0.26 0.03
H 1.221 -0.572 -6.466 -0.09 0.14 0.22
C 2.613 -0.687 1.310 2.67 1.45 0.75
C -0.453 1.853 -0.699 0.33 -0.34 0.19
H -3.153 0.949 -2.473 -0.05 -0.14 0.36
H -2.750 0.059 1.185 0.05 -0.17 -0.12
C -3.404 0.633 -1.450 -0.20 0.43 -0.11
H 1.973 -0.027 -2.253 -0.08 0.05 -0.15
C -4.848 0.106 -1.424 0.02 -0.25 -0.15
C -0.573 -0.375 -5.261 0.09 -0.55 -0.08
H -0.072 -1.371 -2.823 0.01 0.30 -0.08
H 0.787 4.260 -1.548 0.21 -0.11 0.06
C -1.238 2.381 0.499 -0.12 0.14 0.84
Ir 0.639 -1.404 0.696 -0.08 3.09 -3.65
H -4.525 -1.586 1.600 -0.01 0.00 -0.11
H -0.360 -3.579 1.415 -0.97 0.31 -0.83
H 0.620 1.953 -0.458 -0.14 0.07 0.06
H -0.252 2.478 -2.794 -0.06 0.20 0.24
H -2.128 -1.589 0.923 -0.70 0.53 -0.29
C 4.343 -2.953 0.877 -0.11 -0.31 0.67
C -0.686 -2.507 1.441 -0.92 -3.79 3.75
H 1.811 -2.120 2.743 0.13 0.68 -0.01
C 0.878 -0.012 -5.584 -0.13 0.36 0.12
H 2.308 0.187 1.865 -0.14 0.04 0.17
H 0.918 1.049 -5.857 0.01 0.02 0.02
H -1.208 4.096 1.811 -0.07 0.01 -0.08
C -5.284 -0.404 -0.050 0.07 0.14 0.09
H -1.070 -0.811 4.418 0.20 -0.09 0.00
C 2.901 -3.236 1.255 -0.73 -0.02 -0.24
H -0.410 -2.385 6.254 0.05 0.11 0.08
H 2.294 -3.631 0.430 0.64 -0.07 0.22
H 0.348 3.609 1.238 0.00 0.01 -0.11
H 2.012 -1.330 -4.321 -0.10 -0.09 0.09
C -0.796 4.773 -0.204 -0.35 -0.11 -0.07
H -3.374 1.540 -0.836 0.05 -0.24 -0.10
H 2.793 0.192 -4.614 -0.02 0.07 0.04
C -1.075 0.152 -3.909 -0.31 0.43 -0.12
H -5.538 0.884 -1.768 0.14 -0.01 0.05
H 2.775 -3.962 2.074 0.44 0.14 -0.26
C 0.905 0.025 4.255 -0.19 0.44 -0.07
H -0.546 -2.349 2.549 -0.75 0.53 -0.61
C 2.197 0.097 4.773 -0.23 -0.53 0.24
H -2.098 -0.211 -3.744 0.30 -0.02 -0.03
C 2.552 -0.730 5.841 -0.37 -0.08 0.01
H -0.665 -1.464 -5.265 0.03 -0.16 0.12
C -0.304 4.229 -1.547 0.55 0.23 0.12
H -4.287 -2.315 0.017 0.01 0.05 0.01
H -5.412 0.455 0.621 0.00 -0.06 -0.03
H 1.276 1.360 -3.108 0.00 -0.23 0.17
C 0.303 -1.677 5.848 0.39 0.21 0.19
O -0.123 0.222 2.131 0.54 0.55 0.95
H 3.950 -1.916 -0.954 0.13 0.16 0.13
C -4.259 -1.361 0.561 0.08 -0.09 -0.07
H 3.987 0.397 -0.047 -0.34 -0.36 0.14
C 4.507 -1.733 -0.021 -0.08 0.07 -0.02
H 4.800 -2.756 1.845 0.62 0.08 0.01
H -1.852 5.041 -0.313 -0.05 0.10 0.00
C 1.284 0.261 -3.061 0.21 0.09 -0.19
C -2.830 -0.815 0.519 -0.38 0.07 0.27
H -1.154 1.702 1.354 -0.12 0.28 -0.38
C 0.546 0.874 3.054 -0.15 0.34 -0.40
H -0.595 4.907 -2.355 -0.12 -0.12 0.00
C -0.688 3.746 0.916 0.26 -0.01 0.10
H -4.935 -0.708 -2.149 0.02 -0.10 -0.04
C -2.423 -0.411 -0.898 0.35 -0.38 -0.07
C 1.604 -1.617 6.371 -0.30 0.68 -0.88
P -0.587 -0.022 -0.946 -1.93 1.99 -1.40
C -0.743 2.798 -1.871 -0.32 -0.06 -0.48
H -0.256 5.690 0.061 -0.11 -0.14 -0.13
H -1.227 -0.044 -6.073 -0.01 0.15 0.14
H 4.655 -0.102 1.462 -0.37 -0.42 -0.14
H -2.305 2.501 0.265 0.29 -0.07 -0.09
H -2.494 -1.304 -1.543 0.00 0.02 0.12
```
Forces are in eV/Å.

Results
HOMO-LUMO gap (alpha / beta), eV: 7.281 / 6.073
2S+1: 6
Expectation value of S²: 8.766

Computed Löwdin charges, given in elementary charges: Cl 0.19; O 0.06; H 0.11; Cl 0.67; C -0.03; H 0.12; H 0.10; H 0.11; C -0.45; C -0.17; C -0.20; H 0.10; C -0.41; H 0.12; H 0.11; H 0.11; C -0.26; C -0.38; H 0.09; H 0.12; C -0.20; H 0.09; C -0.19; C -0.20; H 0.03; H 0.11; C -0.22; Ir 1.19; H 0.11; H 0.01; H 0.12; H 0.07; H 0.02; C -0.20; C -0.34; H 0.11; C -0.20; H 0.08; H 0.11; H 0.12; C -0.20; H 0.12; C -0.22; H 0.10; H 0.01; H 0.10; H 0.11; C -0.20; H 0.09; H 0.11; C -0.20; H 0.11; H 0.12; C -0.16; H 0.01; C -0.02; H 0.10; C -0.09; H 0.11; C -0.19; H 0.12; H 0.11; H 0.11; C -0.09; O -0.23; H 0.10; C -0.19; H 0.11; C -0.19; H 0.12; H 0.11; C -0.22; C -0.24; H 0.07; C -0.59; H 0.11; C -0.20; H 0.11; C -0.40; C -0.68; P 1.03; C -0.20; H 0.11; H 0.11; H 0.13; H 0.10; H 0.12